ORCA calculation (wB97M-V/def2-TZVPD) on one molecule with the formula C4HF3 in a non-equilibrium geometry.

## Properties
Highest occupied orbital energy = -0.391 hartree
Lowest unoccupied orbital energy = -2.2 eV
Energy = -12311.2360 eV
Kohn-Sham gap = 8.4 eV
Energy above the lowest of the compared OMol25 structures with the same formula, charge and spin = 4.5 kcal/mol

Cartesian coordinates (Å):
C 0.72443 -0.20076 -0.20785
F -1.53413 0.72988 0.01163
C -0.78946 -0.40791 0.00866
F -1.27980 -1.10094 -1.03314
C 1.32985 2.16778 0.59734
F -0.90501 -1.13968 1.10484
C 0.99677 1.06769 0.00157
H 1.45736 -1.11606 -0.48306

natural (NBO) population analysis, charges in e, atoms 1 to 4:
1 C -0.098
2 F -0.301
3 C 0.942
4 F -0.322